The following is a quantum chemistry calculation of a 3-piece molecular cluster, C17H15N3O4 overall, from OMol25.

Properties
Spin multiplicity = 1
Total energy = -1122.02643 Ha
Highest occupied orbital energy = -8.26 eV
SMILES string = O=C1OC(=O)C(c2cccnc2)=C1O.c1cc[nH]c1.c1cc[nH]c1
Frontier orbital gap = 0.251 Ha
Relative energy (zero: lowest compared OMol25 entry of this formula, charge and spin) = 1.648 eV

Last column: natural (NBO) charge in e.
CARTESIAN COORDINATES (ANGSTROEM)
O  -2.72  -3.67  -3.60  -0.47
C  -1.95  -2.88  -3.17  0.73
O  -2.17  -1.51  -3.19  -0.49
C  -1.16  -0.90  -2.48  0.78
O  -1.18  0.27  -2.24  -0.54
C  -0.17  -1.92  -2.05  -0.17
C  1.05  -1.58  -1.31  -0.12
C  1.79  -0.44  -1.63  -0.13
C  2.94  -0.18  -0.91  -0.26
C  3.30  -1.05  0.11  0.03
N  2.60  -2.13  0.44  -0.40
C  1.50  -2.38  -0.26  0.06
C  -0.63  -3.10  -2.49  0.26
O  -0.08  -4.33  -2.45  -0.65
H  1.47  0.22  -2.43  0.24
H  3.54  0.70  -1.12  0.24
H  4.20  -0.86  0.69  0.20
H  0.92  -3.24  0.05  0.18
H  0.02  -4.66  -1.55  0.51
C  2.74  4.40  2.14  -0.31
C  1.48  4.35  1.49  -0.29
C  1.26  3.05  1.12  -0.08
N  2.35  2.31  1.53  -0.51
C  3.25  3.13  2.15  -0.08
H  3.22  5.27  2.56  0.22
H  0.81  5.17  1.31  0.22
H  0.44  2.58  0.61  0.21
H  2.46  1.32  1.39  0.41
H  4.17  2.74  2.55  0.21
C  -4.54  -0.38  1.84  -0.31
C  -3.30  -0.06  2.44  -0.30
C  -2.43  0.25  1.43  -0.09
N  -3.10  0.11  0.24  -0.51
C  -4.39  -0.27  0.49  -0.08
H  -5.45  -0.67  2.35  0.22
H  -3.07  -0.04  3.49  0.22
H  -1.39  0.55  1.45  0.21
H  -2.70  0.27  -0.67  0.42
H  -5.08  -0.43  -0.32  0.21

---

The following is a quantum chemistry calculation of C17H15N4NaOS2 as an isolated structure in a non-equilibrium geometry, from OMol25.

Properties
Spin multiplicity = 1
Total energy = -1909.84048 Ha
Highest occupied orbital energy = -6.38 eV
Frontier orbital gap = 0.242 Ha
Relative energy (zero: lowest compared OMol25 entry of this formula, charge and spin) = 0.588 eV

Last column: natural (NBO) charge in e.
CARTESIAN COORDINATES (ANGSTROEM)
Na  0.28  0.38  -0.85  0.89
C  -1.59  3.57  -0.48  -0.66
C  -0.11  3.58  -0.27  0.10
N  0.69  2.62  -0.62  -0.48
C  2.00  2.87  -0.28  0.07
C  2.20  4.07  0.32  -0.42
S  0.71  4.91  0.49  0.42
C  2.97  1.80  -0.48  0.18
C  4.27  1.77  -0.09  -0.46
S  4.95  0.23  -0.39  0.43
C  3.43  -0.30  -1.05  0.10
N  2.53  0.63  -1.05  -0.50
C  3.20  -1.70  -1.50  -0.66
H  -1.90  2.58  -0.80  0.25
H  -1.88  4.30  -1.23  0.23
H  -2.10  3.82  0.45  0.24
H  3.12  4.51  0.68  0.24
H  4.86  2.55  0.38  0.24
H  4.13  -2.25  -1.59  0.23
H  2.68  -1.71  -2.46  0.24
H  2.56  -2.20  -0.78  0.25
O  0.04  -0.26  0.91  -0.85
C  -0.75  -1.04  1.54  0.41
C  -0.64  -1.20  2.95  -0.26
C  -1.45  -2.05  3.67  -0.20
C  -2.44  -2.79  3.02  -0.31
C  -2.59  -2.66  1.66  -0.16
C  -1.78  -1.81  0.89  -0.26
C  -1.99  -1.71  -0.55  0.39
N  -1.36  -0.93  -1.42  -0.57
C  -1.91  -1.19  -2.65  -0.10
C  -2.89  -2.12  -2.55  -0.12
N  -2.93  -2.45  -1.21  -0.52
H  0.13  -0.62  3.44  0.20
H  -1.33  -2.14  4.74  0.20
H  -3.09  -3.46  3.58  0.20
H  -3.37  -3.24  1.18  0.17
H  -1.56  -0.68  -3.54  0.20
H  -3.54  -2.58  -3.28  0.22
H  -3.55  -3.12  -0.80  0.42

---

The following is a quantum chemistry calculation of one molecule with the formula C17H15NO5 in a non-equilibrium geometry, from OMol25.

Properties
Spin multiplicity = 1
Total energy = -1087.69700 Ha
Highest occupied orbital energy = -9.28 eV
SMILES string = O=C(CCc1ccccc1)OCC(=O)c1cccc([N+](=O)[O-])c1
Frontier orbital gap = 0.316 Ha
Relative energy (zero: lowest compared OMol25 entry of this formula, charge and spin) = 4.338 eV

Last column: natural (NBO) charge in e.
CARTESIAN COORDINATES (ANGSTROEM)
O  3.50  0.65  -0.07  -0.61
C  2.86  -0.36  0.10  0.82
C  2.81  -1.50  -0.87  -0.50
C  1.68  -2.51  -0.64  -0.42
C  0.31  -1.91  -0.84  -0.04
C  -0.61  -1.88  0.20  -0.16
C  -1.89  -1.40  -0.01  -0.23
C  -2.26  -0.92  -1.25  -0.23
C  -1.34  -0.92  -2.29  -0.20
C  -0.07  -1.42  -2.08  -0.22
O  2.13  -0.58  1.20  -0.51
C  2.17  0.39  2.24  -0.19
C  0.80  1.00  2.52  0.56
O  0.40  1.12  3.65  -0.50
C  0.01  1.45  1.34  -0.17
C  0.59  1.94  0.17  -0.15
C  -0.21  2.36  -0.88  -0.22
C  -1.58  2.29  -0.79  -0.17
C  -2.16  1.81  0.38  0.08
N  -3.59  1.71  0.48  0.52
O  -4.06  1.16  1.45  -0.37
O  -4.25  2.18  -0.43  -0.38
C  -1.38  1.40  1.45  -0.14
H  2.75  -1.07  -1.87  0.24
H  3.77  -2.01  -0.80  0.24
H  1.76  -2.91  0.37  0.22
H  1.81  -3.33  -1.34  0.22
H  -0.33  -2.26  1.17  0.20
H  -2.61  -1.40  0.80  0.22
H  -3.26  -0.55  -1.42  0.22
H  -1.62  -0.55  -3.26  0.21
H  0.63  -1.44  -2.90  0.21
H  2.51  -0.11  3.16  0.22
H  2.88  1.18  1.97  0.24
H  1.66  2.02  0.08  0.24
H  0.25  2.74  -1.78  0.23
H  -2.22  2.60  -1.60  0.25
H  -1.84  1.04  2.36  0.26

---

The following is a quantum chemistry calculation of C17H16B2BrF6N5O4Tc as an isolated structure, from OMol25.

Properties
Spin multiplicity = 2
Total energy = -4536.34826 Ha
Highest occupied orbital energy (spin up / spin down) = -7.08 / -6.82 eV
Frontier orbital gap (spin up / spin down) = 0.228 / 0.219 Ha

Last column: natural (NBO) charge in e.
CARTESIAN COORDINATES (ANGSTROEM)
Tc  0.65  0.38  0.62  1.07
O  -0.54  1.08  2.01  -0.70
C  -1.31  2.14  2.03  0.38
C  -1.72  2.63  3.28  -0.22
C  -2.53  3.74  3.39  -0.19
C  -2.98  4.41  2.24  -0.27
C  -2.59  3.94  1.01  -0.16
C  -1.76  2.82  0.87  -0.23
C  -1.37  2.37  -0.45  0.41
N  -0.44  1.46  -0.74  -0.48
C  -0.40  1.34  -2.12  -0.09
C  -1.30  2.18  -2.67  -0.08
N  -1.91  2.82  -1.61  -0.51
H  -1.36  2.11  4.16  0.22
H  -2.82  4.09  4.36  0.21
H  -3.61  5.28  2.32  0.21
H  -2.91  4.48  0.13  0.19
H  0.30  0.67  -2.59  0.23
H  -1.56  2.39  -3.69  0.23
H  -2.66  3.48  -1.67  0.42
F  1.83  -0.75  2.08  -0.55
B  2.96  -0.02  2.70  1.35
F  4.08  -0.33  1.94  -0.57
F  2.64  1.34  2.56  -0.56
F  3.06  -0.40  4.00  -0.54
C  4.32  -1.78  -1.39  -0.42
N  4.46  -0.35  -1.17  -0.59
C  3.44  0.39  -0.69  0.84
N  3.71  1.65  -0.28  -0.81
O  2.28  -0.07  -0.70  -0.70
H  4.97  -2.08  -2.20  0.20
H  3.29  -1.97  -1.68  0.23
H  4.55  -2.34  -0.49  0.21
H  5.39  -0.01  -0.97  0.39
H  4.64  1.84  0.04  0.39
H  3.00  2.02  0.34  0.42
Br  -3.57  -1.72  -4.43  0.09
C  -2.87  -2.79  -3.05  -0.14
C  -3.30  -4.11  -2.90  0.04
N  -2.86  -4.91  -1.95  -0.39
C  -1.97  -4.44  -1.09  0.08
C  -1.47  -3.14  -1.17  -0.22
C  -1.93  -2.29  -2.17  -0.14
C  -0.47  -2.61  -0.22  0.85
O  -0.21  -3.43  0.83  -0.73
O  0.12  -1.57  -0.39  -0.56
H  -4.03  -4.52  -3.59  0.21
H  -1.63  -5.11  -0.32  0.22
H  -1.57  -1.28  -2.24  0.25
F  -0.57  -1.99  2.64  -0.47
B  -0.05  -3.08  2.15  1.44
F  0.57  -3.95  2.92  -0.47

---

The following is a quantum chemistry calculation of a 3-piece molecular cluster, C17H16BF5IO3 overall in a non-equilibrium geometry, from OMol25.

Properties
Spin multiplicity = 1
Total energy = -1705.14255 Ha
Highest occupied orbital energy = -5.22 eV
Frontier orbital gap = 0.272 Ha
Net charge = -1
Relative energy (zero: lowest compared OMol25 entry of this formula, charge and spin) = 0.291 eV

Last column: natural (NBO) charge in e.
CARTESIAN COORDINATES (ANGSTROEM)
O  -4.20  -0.05  0.19  -0.50
C  -4.22  -1.10  0.78  0.56
I  -6.11  -2.23  0.92  -0.09
C  -3.08  -1.82  1.44  -0.55
C  -1.87  -0.95  1.62  0.06
C  -1.66  -0.17  2.91  -0.07
O  -0.38  0.36  2.70  -0.72
B  0.33  -0.61  1.78  0.53
C  1.00  0.07  0.44  0.77
F  1.56  1.29  0.63  -0.37
F  2.01  -0.71  0.00  -0.37
F  0.20  0.22  -0.66  -0.38
O  -0.65  -1.66  1.50  -0.71
H  -3.46  -2.23  2.36  0.24
H  -2.83  -2.63  0.76  0.27
H  -1.85  -0.17  0.87  0.18
H  -2.39  0.65  2.93  0.16
H  -1.71  -0.77  3.81  0.15
H  1.31  -1.03  2.41  -0.12
F  -2.00  -5.99  -3.36  -0.34
C  -1.16  -5.20  -2.65  0.39
C  -0.08  -5.78  -2.02  -0.30
C  0.78  -4.96  -1.29  -0.19
C  0.55  -3.60  -1.20  -0.21
C  -0.55  -3.04  -1.85  -0.18
C  -1.41  -3.85  -2.58  -0.30
H  0.08  -6.85  -2.10  0.22
H  1.64  -5.40  -0.79  0.21
H  1.22  -2.97  -0.63  0.25
H  -0.73  -1.98  -1.77  0.24
H  -2.27  -3.43  -3.09  0.22
F  3.21  8.16  -0.73  -0.34
C  2.94  6.85  -0.53  0.39
C  2.87  6.36  0.76  -0.29
C  2.58  5.02  0.95  -0.19
C  2.37  4.18  -0.13  -0.22
C  2.45  4.69  -1.42  -0.19
C  2.73  6.04  -1.63  -0.30
H  3.04  7.03  1.59  0.22
H  2.52  4.62  1.96  0.22
H  2.15  3.14  0.02  0.26
H  2.29  4.04  -2.27  0.22
H  2.78  6.46  -2.63  0.22

---

The following is a quantum chemistry calculation of C17H16BrCl2N2O6SV as an isolated structure, from OMol25.

Properties
Spin multiplicity = 2
Total energy = -6054.83100 Ha
Highest occupied orbital energy (spin up / spin down) = -11.49 / -11.52 eV
Frontier orbital gap (spin up / spin down) = 0.245 / 0.269 Ha
Net charge = +1
Relative energy (zero: lowest compared OMol25 entry of this formula, charge and spin) = 0.308 eV

Last column: natural (NBO) charge in e.
CARTESIAN COORDINATES (ANGSTROEM)
V  -0.01  -0.06  -0.01  1.42
O  -3.05  0.43  0.75  -0.73
C  -3.69  -0.59  0.00  -0.08
C  -3.06  -1.93  0.29  -0.24
N  -1.68  -2.05  -0.23  -0.46
C  -0.94  -3.01  0.57  -0.34
C  -0.34  -2.30  1.77  0.78
O  -0.26  -2.72  2.88  -0.49
O  0.14  -1.06  1.45  -0.73
C  -1.66  -2.30  -1.67  -0.35
C  -0.88  -1.25  -2.44  0.78
O  -0.57  -1.33  -3.58  -0.49
O  -0.57  -0.15  -1.69  -0.71
H  -3.36  0.38  1.66  0.48
H  -3.59  -0.31  -1.05  0.19
H  -4.76  -0.63  0.22  0.20
H  -3.67  -2.74  -0.12  0.21
H  -3.03  -2.07  1.37  0.21
H  -0.11  -3.44  0.01  0.24
H  -1.55  -3.84  0.93  0.24
H  -2.67  -2.28  -2.08  0.25
H  -1.25  -3.28  -1.92  0.25
O  -1.01  5.21  3.07  -0.61
C  -0.87  4.05  2.44  0.41
C  -0.22  2.93  2.99  -0.32
C  -0.13  1.80  2.23  0.08
N  -0.62  1.69  0.98  -0.57
C  -1.23  2.76  0.46  0.19
Br  -1.90  2.68  -1.28  0.20
C  -1.39  3.95  1.15  -0.32
H  -0.61  5.19  3.95  0.50
H  0.20  2.95  3.99  0.25
H  0.36  0.92  2.62  0.25
H  -1.89  4.79  0.70  0.27
Cl  1.79  -1.99  -0.96  0.08
C  3.15  -0.99  -1.41  -0.06
C  4.19  -1.61  -2.08  -0.21
C  5.29  -0.85  -2.43  -0.17
C  5.34  0.50  -2.11  -0.20
C  4.28  1.09  -1.45  -0.05
Cl  4.38  2.77  -1.07  0.05
C  3.15  0.36  -1.07  -0.15
S  1.86  1.20  -0.22  0.02
H  4.13  -2.66  -2.31  0.24
H  6.12  -1.31  -2.95  0.24
H  6.20  1.10  -2.38  0.25